Formula: C19H35N3PRh
Source: the OMol25 dataset
Level of theory: ωB97M-V/def2-TZVPD

Values from the calculation:
<S²>	6.023
orbital gap (spin up / spin down)	6.9437 / 4.8361	eV
multiplicity	5
net charge	+2
HOMO level (spin up / spin down)	-12.466 / -14.936	eV
F_max	0.0556	Eh/bohr

Structure (XYZ):
```
59
C19H35N3PRh, DFT ωB97M-V/def2-TZVPD
C 1.0019 1.7912 -1.8126
H 1.8859 2.3221 -1.4102
H 1.4130 1.4645 -2.7710
H 1.4957 0.2065 -0.2885
C -0.0897 2.8372 -1.9247
H -0.9418 2.3806 -2.3918
H -0.4147 3.0801 -0.9202
C 0.5192 3.9666 -2.7011
H -0.2214 4.7332 -2.8922
H 1.3425 4.3486 -2.1045
H 0.9373 3.5752 -3.6214
C -0.9455 -2.1372 -0.8840
C -1.5673 -1.2125 -1.7759
C -0.5956 -0.8140 -2.7674
C 0.6488 -1.4723 -2.4269
C 0.4052 -2.3068 -1.2906
C 1.4158 -3.2172 -0.6773
C 1.8939 -1.4100 -3.2473
C -0.8141 0.0799 -3.9470
C -2.9966 -0.7871 -1.7639
C -1.6266 -2.8515 0.2331
Rh 0.2166 0.1179 -1.0210
H 2.7533 -1.7568 -2.6653
H 1.7876 -2.0582 -4.1138
H 2.1182 -0.4037 -3.6107
H 2.4269 -2.9322 -1.0082
H 1.4014 -3.1067 0.4269
H 1.2444 -4.2709 -0.9207
H -2.4011 -2.1878 0.6520
H -2.1289 -3.8159 -0.0127
H -0.8993 -3.0586 1.0122
H -3.1212 0.1323 -2.3427
H -3.6990 -1.5369 -2.1679
H -3.2912 -0.5831 -0.7297
H -0.0287 0.8263 -4.0527
H -0.8265 -0.5037 -4.8737
H -1.7669 0.6149 -3.8582
C 1.4895 0.3652 4.2637
N 1.1592 1.5615 3.4550
C -0.2304 1.9967 3.7355
N -1.2379 0.9202 3.5571
C -0.8548 -0.2560 4.3722
N 0.5154 -0.7367 4.0709
C 0.5941 -1.2995 2.7236
P 0.1998 0.0292 1.4416
C 1.3719 1.3314 2.0389
C -1.4347 0.5862 2.1573
H 1.4424 0.6675 5.3249
H 2.4859 -0.0007 4.0007
H -0.4822 2.8286 3.0704
H -0.2683 2.2908 4.7982
H -1.5591 -1.0752 4.2058
H -0.8687 0.0705 5.4286
H 1.6148 -1.6518 2.4957
H -0.1313 -2.1174 2.6012
H 1.2109 2.2557 1.4664
H 2.3888 0.9532 1.8432
H -2.1585 -0.2385 2.0312
H -1.7780 1.4654 1.5895
```

Mulliken atomic charge list, values in e, 5 entries: atom 1 (C): -1.190, atom 2 (H): 0.632, atom 3 (H): 0.420, atom 4 (H): 0.034, atom 5 (C): -0.072

Formula: C6H5N
Source: the OMol25 dataset
Level of theory: ωB97M-V/def2-TZVPD

Values from the calculation:
orbital gap	8.3564	eV
HOMO level	-8.358	eV
F_max	0.0894	Eh/bohr
energy relative to the best compared isomer or geometry (same formula, charge and spin)	5.147	eV

Structure (XYZ):
```
12
C6H5N, DFT ωB97M-V/def2-TZVPD
C -0.0077 -0.9870 -0.5762
C 1.0255 -1.4965 0.1011
C 1.1380 1.0935 -0.6864
C -0.1664 0.5019 -0.3112
C 1.4678 -0.3533 0.8421
C -0.8572 0.8541 0.7105
N 1.9946 0.6535 0.1215
H -0.7462 -1.5437 -1.1113
H 1.3877 -2.5372 0.2987
H 1.3195 1.7951 -1.6135
H -0.8352 1.7051 1.2085
H -1.5187 0.1593 1.1747
```

Mulliken atomic charge list, values in e, 5 entries: atom 1 (C): -0.722, atom 2 (C): 0.102, atom 3 (C): -0.175, atom 4 (C): 0.335, atom 5 (C): -0.277